[1]
{"formula": "C20H13Cl2N5O2Pd", "method": "wB97M-V/def2-TZVPD", "species": ["Pd", "C", "C", "C", "C", "N", "C", "N", "C", "N", "C", "N", "C", "C", "C", "C", "C", "N", "C", "C", "C", "C", "C", "C", "H", "H", "H", "H", "H", "H", "H", "H", "H", "H", "H", "H", "Cl", "C", "Cl", "C", "O", "O", "H"], "coordinates": [[0.0009, 0.3264, -0.7788], [3.9925, 0.4871, -2.1992], [4.8091, 0.1523, -1.1234], [4.2176, -0.1955, 0.0631], [2.8206, -0.1980, 0.1924], [2.0427, 0.1953, -0.8350], [2.6348, 0.4959, -2.0113], [2.3535, -0.6448, 1.4072], [1.1206, -0.8555, 1.6800], [0.0008, -0.6802, 0.9049], [-1.1195, -0.8561, 1.6792], [-2.3524, -0.6461, 1.4057], [-2.8191, -0.1990, 0.1908], [-4.2160, -0.1965, 0.0608], [-4.8070, 0.1526, -1.1257], [-3.9899, 0.4890, -2.2006], [-2.6323, 0.4975, -2.0121], [-2.0409, 0.1954, -0.8358], [-0.6903, -1.3267, 3.0144], [-1.4163, -1.6936, 4.1292], [-0.6976, -2.0737, 5.2571], [0.6971, -2.0735, 5.2575], [1.4163, -1.6931, 4.1300], [0.6908, -1.3262, 3.0149], [4.3941, 0.7407, -3.1690], [5.8865, 0.1466, -1.2233], [4.7878, -0.4949, 0.9297], [1.9718, 0.7251, -2.8249], [-4.7867, -0.4967, 0.9268], [-5.8844, 0.1472, -1.2261], [-4.3910, 0.7441, -3.1703], [-1.9688, 0.7283, -2.8249], [-2.4977, -1.6801, 4.1170], [-1.2264, -2.3725, 6.1528], [1.2254, -2.3721, 6.1536], [2.4977, -1.6792, 4.1184], [-1.4664, 3.8979, -3.9468], [-0.0033, 2.9508, -4.2827], [1.4698, 3.8867, -3.9593], [-0.0046, 1.6593, -3.4506], [-0.0116, 0.5976, -4.0609], [0.0008, 1.8382, -2.1895], [-0.0087, 2.7000, -5.3352]], "nbo_charge": [0.9314, -0.2680, -0.1422, -0.2352, 0.3797, -0.4747, 0.0703, -0.5211, 0.4531, -0.6001, 0.4780, -0.5190, 0.3692, -0.2335, -0.1421, -0.2702, 0.0786, -0.4739, -0.0988, -0.1620, -0.2001, -0.1970, -0.1934, -0.0120, 0.2328, 0.2235, 0.2364, 0.2327, 0.2364, 0.2235, 0.2328, 0.2316, 0.2319, 0.2176, 0.2177, 0.2329, -0.0148, -0.3016, -0.0149, 0.7314, -0.6626, -0.7428, 0.2383], "lumo_ev": -0.9, "homo_lumo_gap_ev": 7.52}

---

[2]
{"formula": "C11H33F3N2O6", "method": "wB97M-V/def2-TZVPD", "species": ["N", "H", "H", "H", "H", "C", "O", "O", "C", "F", "F", "F", "C", "C", "H", "H", "H", "H", "H", "H", "C", "O", "H", "H", "H", "H", "C", "O", "H", "H", "H", "H", "C", "O", "H", "H", "H", "H", "C", "C", "C", "O", "C", "N", "H", "H", "H", "H", "H", "H", "H", "H", "H", "H", "H"], "coordinates": [[-0.4799, -0.1664, -0.3487], [-1.1196, -0.0851, 0.4286], [0.4334, -0.3568, 0.0381], [-0.5249, 0.7981, -0.6448], [-0.7841, -0.8726, -1.0037], [2.0409, -2.5965, 1.2862], [0.8298, -3.3275, 0.7787], [1.9479, -1.2910, 0.8503], [2.1502, -2.8515, 2.8295], [3.2964, -2.2728, 3.3491], [1.0958, -2.4415, 3.6196], [2.3814, -4.1681, 3.1449], [0.9297, -4.7835, 0.6102], [-0.4200, -5.0447, -0.1478], [-1.2702, -4.8617, 0.5092], [-0.4259, -4.3883, -1.0180], [-0.4750, -6.0417, -0.5850], [0.9949, -5.4096, 1.5001], [1.7517, -5.1159, -0.0237], [2.8321, -3.1409, 0.7708], [0.9656, -2.8270, -3.0368], [1.0936, -1.5880, -2.4131], [1.7355, -3.5767, -2.8548], [-0.0182, -3.2961, -3.0321], [1.1327, -2.5425, -4.0757], [1.5384, -1.6670, -1.5660], [-3.6341, -0.9905, -1.1426], [-3.0764, 0.3311, -1.2153], [-3.4462, -1.3520, -2.1537], [-3.1145, -1.6337, -0.4324], [-4.6454, -0.8683, -0.7549], [-3.7607, 0.9783, -1.4011], [-0.8839, 0.7479, 3.2726], [-1.2953, 0.9983, 1.9768], [-1.6326, 0.4050, 3.9866], [-0.0691, 0.0241, 3.2553], [-0.4871, 1.6820, 3.6703], [-1.6723, 1.8781, 1.9035], [1.7033, 2.5418, -1.1903], [0.4921, 3.0892, -0.3868], [0.4448, 4.6881, -0.5337], [-0.6290, 5.2953, 0.2303], [-0.4830, 6.6701, 0.0539], [-0.7577, 2.4995, -0.9041], [1.8591, 2.8686, -2.2185], [1.9130, 1.4842, -1.0309], [2.5668, 2.8674, -0.6102], [0.6914, 2.8297, 0.6530], [0.5501, 4.9763, -1.5796], [1.3975, 5.0545, -0.1515], [0.4962, 6.8841, 0.4824], [-1.2427, 7.2464, 0.5819], [-0.4744, 6.9724, -0.9933], [-1.6077, 2.8638, -0.4980], [-0.8346, 2.8836, -1.8350]], "nbo_charge": [-0.9119, 0.4425, 0.4719, 0.4484, 0.4279, 0.3191, -0.6010, -0.9371, 0.9265, -0.3464, -0.3399, -0.3501, -0.0732, -0.6164, 0.2064, 0.2016, 0.1968, 0.1782, 0.1581, 0.1216, -0.2507, -0.7557, 0.1752, 0.1547, 0.1698, 0.5031, -0.2627, -0.7592, 0.1851, 0.1830, 0.1839, 0.4740, -0.2509, -0.7483, 0.1636, 0.2150, 0.1603, 0.4763, -0.6507, -0.0639, -0.0909, -0.5399, -0.2463, -0.8406, 0.2144, 0.2476, 0.2251, 0.2095, 0.1689, 0.1703, 0.1650, 0.1948, 0.1648, 0.3695, 0.3627], "lumo_ev": 0.0, "homo_lumo_gap_ev": 7.65}

---

[3]
{"formula": "C6H9ClO", "method": "wB97M-V/def2-TZVPD", "species": ["O", "C", "C", "Cl", "C", "C", "C", "C", "H", "H", "H", "H", "H", "H", "H", "H", "H"], "coordinates": [[-1.8337, 2.1180, -0.4043], [-2.1541, 1.1208, 0.2212], [-1.2837, -0.1486, 0.3068], [-2.3577, -1.5235, -0.0801], [-0.1069, -0.0728, -0.6140], [1.0107, 0.9030, -0.0551], [1.8473, -0.3034, 0.4312], [0.9430, -1.2496, -0.4456], [-3.1005, 1.1443, 0.7950], [-0.9519, -0.3002, 1.3341], [-0.4269, 0.0550, -1.6480], [1.2961, 1.4403, -0.9654], [0.6038, 1.5062, 0.7572], [2.9014, -0.3319, 0.1733], [1.6279, -0.4823, 1.4838], [0.5201, -2.1556, -0.0011], [1.4650, -1.7198, -1.2891]], "nbo_charge": [-0.5023, 0.4249, -0.2874, -0.0500, -0.2312, -0.3920, -0.4135, -0.4053, 0.1313, 0.2305, 0.2238, 0.2279, 0.2036, 0.2140, 0.2009, 0.2062, 0.2186], "relative_energy_ev": 1.129, "smiles": "O=C[C@@H](Cl)C1CCC1", "lumo_ev": 0.6, "homo_lumo_gap_ev": 10.80}

---

[4]
{"formula": "C43H39BrF4NOPPdSTe", "method": "wB97M-V/def2-TZVPD", "species": ["Pd", "F", "C", "C", "F", "C", "F", "C", "P", "C", "C", "C", "C", "C", "C", "C", "C", "C", "C", "C", "C", "C", "Br", "C", "F", "H", "H", "H", "H", "H", "H", "H", "H", "H", "H", "C", "S", "C", "H", "H", "H", "H", "H", "H", "C", "C", "C", "C", "C", "C", "Te", "N", "C", "O", "C", "C", "C", "C", "C", "C", "C", "C", "C", "C", "C", "C", "C", "C", "C", "C", "H", "H", "H", "H", "H", "H", "H", "H", "H", "H", "H", "H", "H", "H", "H", "H", "H", "H", "H", "H", "H", "H", "H"], "coordinates": [[-0.7149, 0.4990, 0.0934], [0.3927, 5.7266, 4.9889], [0.3393, 4.5410, 4.4125], [0.3168, 3.3923, 5.1858], [0.3608, 3.4787, 6.5046], [0.2567, 2.1582, 4.5625], [0.2840, 1.0725, 5.3335], [0.1928, 2.0267, 3.1775], [0.0052, 0.3690, 2.4161], [1.4483, -0.4872, 3.1465], [1.3769, -1.8233, 3.5359], [2.5015, -2.4591, 4.0403], [3.7032, -1.7757, 4.1468], [3.7831, -0.4493, 3.7470], [2.6640, 0.1918, 3.2417], [-1.4222, -0.4303, 3.2236], [-1.7735, -1.6627, 2.6633], [-2.8016, -2.4177, 3.2010], [-3.5130, -1.9339, 4.2890], [-3.2006, -0.6930, 4.8201], [-2.1603, 0.0596, 4.2946], [0.2832, 3.1957, 2.4193], [0.4827, 3.1708, 0.5450], [0.3444, 4.4367, 3.0318], [0.4346, 5.5433, 2.3040], [0.4368, -2.3540, 3.4715], [2.4303, -3.4896, 4.3629], [4.5753, -2.2764, 4.5457], [4.7184, 0.0874, 3.8374], [2.7310, 1.2302, 2.9360], [-1.2377, -2.0201, 1.7929], [-3.0605, -3.3702, 2.7572], [-4.3168, -2.5183, 4.7171], [-3.7626, -0.3011, 5.6578], [-1.9534, 1.0317, 4.7178], [2.6440, 0.0766, -0.4030], [1.1444, -0.6604, -1.0955], [1.1709, -2.2773, -0.2878], [2.6494, -0.0400, 0.6785], [2.6350, 1.1328, -0.6615], [3.5110, -0.4076, -0.8473], [2.0706, -2.8075, -0.5941], [0.2913, -2.8173, -0.6330], [1.1474, -2.1620, 0.7938], [-5.3696, -2.3311, -7.5160], [-4.7064, -1.9509, -6.2224], [-5.2802, -2.2645, -4.9974], [-4.6669, -1.9241, -3.7959], [-5.3476, -2.2831, -2.4994], [-3.4504, -1.2459, -3.8427], [-2.4646, -0.7354, -1.9322], [-2.8204, -0.3073, 0.2801], [-3.2198, 0.8064, 0.8679], [-2.3678, 1.7184, 1.1071], [-4.6182, 0.9303, 1.3391], [-4.9568, 1.9695, 2.2008], [-6.2563, 2.0848, 2.6643], [-7.2214, 1.1728, 2.2586], [-6.8860, 0.1357, 1.3974], [-5.5845, 0.0075, 0.9444], [-2.3872, 1.3412, -2.3954], [-1.1382, 1.9406, -2.5467], [-1.0350, 3.2820, -2.8868], [-2.1866, 4.0233, -3.0849], [-3.4281, 3.4278, -2.9274], [-3.5580, 2.0866, -2.5783], [-4.9264, 1.4835, -2.4272], [-2.8274, -0.9400, -5.0551], [-1.4874, -0.2549, -5.1329], [-3.4796, -1.2976, -6.2291], [-6.3620, -2.7445, -7.3467], [-4.7733, -3.0785, -8.0419], [-5.4597, -1.4646, -8.1717], [-6.2297, -2.7869, -4.9674], [-6.1121, -3.0391, -2.6680], [-5.8346, -1.4073, -2.0621], [-4.6333, -2.6735, -1.7720], [-4.1877, 2.6726, 2.4930], [-6.5188, 2.8799, 3.3498], [-8.2384, 1.2684, 2.6160], [-7.6419, -0.5744, 1.0878], [-5.2998, -0.8082, 0.2910], [-0.2313, 1.3516, -2.5048], [-0.0608, 3.7390, -3.0061], [-2.1202, 5.0624, -3.3791], [-4.3242, 4.0189, -3.0710], [-5.6759, 2.2600, -2.2841], [-4.9605, 0.8080, -1.5705], [-5.1904, 0.9144, -3.3211], [-0.8459, -0.5500, -4.3004], [-1.6035, 0.8306, -5.1050], [-0.9807, -0.5153, -6.0610], [-3.0065, -1.0679, -7.1783]], "mulliken_charge": [0.9602, -0.2824, 0.4871, 0.4119, -0.2860, -0.0670, -0.4333, -0.5883, 1.2513, 1.0708, -0.5814, -0.6878, -0.7039, -0.7271, -0.5078, 1.1810, -0.8271, -0.7985, -0.8638, -0.7285, -0.8127, 0.0554, -0.1640, 0.3543, -0.3252, 0.4204, 0.4656, 0.4121, 0.4660, 0.5146, 0.4075, 0.4712, 0.4220, 0.4578, 0.3918, -0.6901, 0.2891, -0.6287, 0.0088, 0.2495, 0.4878, 0.5000, 0.2595, -0.0125, -1.5843, 0.5334, -0.9902, 0.8637, -1.3993, -0.1036, 0.3731, -1.1741, 2.1585, -0.8208, 0.2129, -0.2711, -0.8016, -0.4608, -0.9856, -0.2814, 1.2061, -0.9473, -0.9444, -0.8343, -0.6641, 0.2265, -1.0930, 1.0963, -1.5770, -0.7962, 0.3630, 0.3453, 0.3616, 0.3565, 0.5015, 0.2072, 0.2306, 0.4273, 0.4622, 0.4318, 0.4504, 0.5032, 0.6463, 0.5651, 0.4278, 0.4751, 0.4834, -0.1163, 0.2692, 0.1467, 0.2509, 0.5239, 0.4665], "relative_energy_ev": 0.343, "total_charge": 1, "multiplicity": 4, "lumo_ev": [-2.1, -4.4], "homo_lumo_gap_ev": [7.90, 6.46]}

---

[5]
{"formula": "C2H6Cl2NP", "method": "wB97M-V/def2-TZVPD", "species": ["C", "N", "P", "C", "Cl", "Cl", "H", "H", "H", "H", "H", "H"], "coordinates": [[-1.3195, -0.0117, 1.6953], [-1.0526, 0.0578, 0.2994], [0.4783, -0.0348, -0.1434], [0.6922, -0.0150, -1.9908], [1.6573, 1.4339, 0.5667], [1.5701, -1.7269, 0.2965], [-1.3385, -1.0957, 2.0295], [-2.3526, 0.5448, 1.8286], [-0.6708, 0.6926, 2.1992], [0.4909, -0.9934, -2.4310], [0.0464, 0.8722, -2.3532], [1.7987, 0.2761, -1.9968]], "nbo_charge": [-0.4394, -0.9837, 1.5689, -0.9470, -0.2610, -0.2933, 0.1968, 0.1968, 0.1805, 0.2654, 0.2673, 0.2485], "relative_energy_ev": 0.099, "smiles": "CN=P(C)(Cl)Cl", "lumo_ev": 0.5, "homo_lumo_gap_ev": 9.53}